# 1
C4H14BaIN3S | the ωB97M-V functional and the def2-TZVPD basis

Calculated values
LUMO energy = -0.5 eV
Orbital gap = 5.64 eV
Maximum force = 1.31 eV/A

Each line ends with the Mulliken charge.
CARTESIAN COORDINATES (ANGSTROEM)
C -3.028 -1.743 -2.249  -0.8850
C -2.867 -2.867 -1.220  -0.6126
H -3.780 -1.003 -1.937  0.3306
H -3.377 -2.180 -3.193  0.2930
H -2.095 -1.234 -2.588  0.0122
H -2.550 -2.586 -0.200  0.2089
H -3.844 -3.352 -1.086  0.3102
H -2.163 -3.626 -1.575  0.1738
Ba -1.172 -0.410 -0.388  1.3622
C 0.117 -2.896 -0.351  -1.5961
H -0.297 -3.561 0.419  0.3780
H 1.114 -2.532 -0.064  0.3725
H 0.135 -3.399 -1.325  0.2860
I -0.006 0.351 -3.320  -0.6631
N 0.838 1.591 -0.154  -0.5421
N 1.636 1.991 0.964  -0.2995
C 1.516 1.184 2.065  0.4740
N 2.205 1.704 3.124  -0.4502
S 0.696 -0.297 2.096  -0.4359
H 0.782 2.383 -0.795  0.1915
H 1.376 0.876 -0.666  0.3295
H 1.643 2.998 1.159  0.2898
H 2.291 1.127 3.947  0.2342
H 2.954 2.370 2.947  0.2383

# 2
C4H14N | the ωB97M-V functional and the def2-TZVPD basis

Calculated values
⟨S²⟩ = 0.7507
LUMO energy (alpha / beta) = 0.9 / 0.6 eV
Spin multiplicity = 2
Orbital gap (alpha / beta) = 4.68 / 11.55 eV
Maximum force = 5.04 eV/A

Each line ends with the Löwdin spin population.
CARTESIAN COORDINATES (ANGSTROEM)
C -1.055 -3.568 3.496  0.0000
C -1.992 -3.067 2.420  0.0003
H -0.145 -2.915 3.383  0.0000
H -1.499 -3.611 4.543  0.0000
H -0.412 -4.387 3.366  0.0000
H -2.154 -1.975 2.281  0.0002
H -3.050 -3.456 2.563  0.0000
H -1.552 -3.472 1.383  0.0001
C 1.489 2.514 -0.856  0.0519
C 0.727 2.816 -2.081  0.1344
N 1.086 2.028 -3.412  0.2650
H 1.188 3.358 -0.064  0.0080
H 2.504 2.212 -0.936  0.0173
H 0.959 1.620 -0.335  0.0072
H 0.738 3.877 -2.461  0.0281
H -0.438 2.638 -1.992  0.0295
H 0.973 1.019 -3.287  0.1280
H 0.515 2.113 -4.282  0.1587
H 2.121 2.258 -3.729  0.1713

Q: Among the records above, which one has the highest maximum force?
A: C4H14N

What did the second record say?
C4H14N | the ωB97M-V functional and the def2-TZVPD basis

Calculated values
⟨S²⟩ = 0.7507
LUMO energy (alpha / beta) = 0.9 / 0.6 eV
Spin multiplicity = 2
Orbital gap (alpha / beta) = 4.68 / 11.55 eV
Maximum force = 5.04 eV/A

Each line ends with the Löwdin spin population.
CARTESIAN COORDINATES (ANGSTROEM)
C -1.055 -3.568 3.496  0.0000
C -1.992 -3.067 2.420  0.0003
H -0.145 -2.915 3.383  0.0000
H -1.499 -3.611 4.543  0.0000
H -0.412 -4.387 3.366  0.0000
H -2.154 -1.975 2.281  0.0002
H -3.050 -3.456 2.563  0.0000
H -1.552 -3.472 1.383  0.0001
C 1.489 2.514 -0.856  0.0519
C 0.727 2.816 -2.081  0.1344
N 1.086 2.028 -3.412  0.2650
H 1.188 3.358 -0.064  0.0080
H 2.504 2.212 -0.936  0.0173
H 0.959 1.620 -0.335  0.0072
H 0.738 3.877 -2.461  0.0281
H -0.438 2.638 -1.992  0.0295
H 0.973 1.019 -3.287  0.1280
H 0.515 2.113 -4.282  0.1587
H 2.121 2.258 -3.729  0.1713

Q: maximum force of number 1 (C4H14BaIN3S)?
A: 1.31 eV/A